Below is a structure of composition C6H10O, with properties calculated with ωB97M-V/def2-TZVPD.

Last column: natural (NBO) charge in e.
Cartesian coordinates (Å):
C 0.5077 -1.9947 1.1454  -0.7148
C 0.1088 -1.3531 -0.1526  0.1933
O -1.0822 -0.7666 -0.0300  -0.4948
C -1.3418 0.2383 -1.0091  -0.0627
C -0.2875 1.3458 -0.8401  -0.2835
C 0.2430 1.5819 0.5476  -0.4376
C 1.0508 0.8261 -0.4586  -0.3808
H -0.0920 -2.9059 1.2649  0.2429
H 0.3134 -1.3582 2.0199  0.2116
H 1.5622 -2.2874 1.1303  0.2263
H 0.9160 -0.5491 -0.6709  0.2334
H -1.2806 -0.1892 -2.0170  0.1900
H -2.3600 0.5916 -0.8202  0.1960
H -0.4050 2.1783 -1.5339  0.2262
H -0.2238 1.0170 1.3594  0.2073
H 0.5383 2.5927 0.8360  0.2223
H 1.9921 1.1989 -0.8637  0.2250

Computed properties:
Highest occupied orbital energy, eV: -7.46
Energy relative to the best compared isomer or geometry (same formula, charge and spin), eV: 4.379
E, a.u.: -309.6814


Below is a cluster of 2 separate species, C6H10O in total, with properties calculated with ωB97M-V/def2-TZVPD.

Last column: natural (NBO) charge in e.
Cartesian coordinates (Å):
C 0.7595 -1.1346 -1.4261  -0.5135
C -0.0856 -1.2289 -0.4271  0.0856
C -0.8805 -1.8301 0.4267  -0.4798
H 1.7536 -1.5491 -1.3509  0.2264
H 0.5165 -0.5983 -2.3341  0.2127
H -1.2603 -1.3412 1.3098  0.2196
H -1.1586 -2.8678 0.2965  0.2281
C 1.5499 0.8867 1.1431  -0.4218
C 0.2414 0.9438 1.2040  -0.1844
C -0.7205 1.3281 -0.2097  -0.0944
O -1.8879 0.8545 -0.8350  -0.6937
H 2.0508 0.7678 0.1856  0.1987
H 2.1801 0.8021 2.0191  0.2075
H -0.3539 0.9572 2.1064  0.1946
H 0.0582 1.6369 -0.9129  0.1583
H -1.0953 2.2691 0.2076  0.1831
H -1.6674 0.1040 -1.4029  0.4729

Computed properties:
Highest occupied orbital energy, eV: -9.50
Energy relative to the best compared isomer or geometry (same formula, charge and spin), eV: 4.403
E, a.u.: -309.6806
SMILES string: C=C=C.C=CCO


Below is a cluster of 2 separate species, C6H10O in total, with properties calculated with ωB97M-V/def2-TZVPD.

Last column: natural (NBO) charge in e.
Cartesian coordinates (Å):
C 0.3232 -2.2573 1.3705  -0.3411
C -0.8907 -2.3371 0.8365  -0.4389
C 1.3526 -0.1110 -0.3444  -0.1990
C 1.2007 1.3468 -0.4269  0.0134
C 0.0617 1.9566 -1.2555  -0.4790
C -0.8804 1.2839 -0.2589  -0.0614
O 0.2340 0.7892 0.5741  -0.4109
H 0.5947 -1.4757 2.0755  0.2028
H 1.1165 -2.9481 1.0970  0.1954
H -1.1520 -3.0996 0.1047  0.1904
H -1.6703 -1.6245 1.1007  0.1820
H 0.6828 -0.5765 -1.0915  0.1191
H 1.9628 1.9960 0.0046  0.1933
H 0.0170 3.0474 -1.2355  0.2158
H 0.0138 1.6049 -2.2881  0.2200
H -1.4836 1.9604 0.3508  0.1987
H -1.4831 0.4446 -0.6136  0.1996

Computed properties:
Highest occupied orbital energy, eV: -7.98
Energy relative to the best compared isomer or geometry (same formula, charge and spin), eV: 5.814
E, a.u.: -309.6287


Below is a cluster of 2 separate species, C6H10O in total, with properties calculated with ωB97M-V/def2-TZVPD.

Last column: natural (NBO) charge in e.
Cartesian coordinates (Å):
O -2.5172 0.5065 0.9271  -0.6643
C -1.2417 0.1223 0.6456  0.3581
C -0.8433 -1.1383 0.8594  -0.3565
C 0.5233 -1.5381 0.5113  -0.2061
C 1.4574 -0.6432 0.1654  -0.2047
C 1.1506 0.8346 0.1646  -0.4338
C -0.3455 1.1377 -0.0181  -0.4696
H -2.6310 1.4303 0.6722  0.4766
H -1.5429 -1.8647 1.2611  0.2226
H 0.7681 -2.5969 0.5534  0.2118
H 2.4743 -0.9560 -0.0588  0.2078
H 1.5001 1.2656 1.1151  0.2124
H 1.7171 1.3443 -0.6236  0.2181
H -0.5632 2.1401 0.3759  0.2094
H -0.6042 1.1593 -1.0877  0.2225
H 0.2603 -0.4545 -3.0624  -0.0117
H 0.4377 -0.7489 -2.4008  0.0074

Computed properties:
Highest occupied orbital energy, eV: -7.75
Energy relative to the best compared isomer or geometry (same formula, charge and spin), eV: 1.299
E, a.u.: -309.7946
SMILES string: OC1=CC=CCC1.[H][H]


Below is an isolated molecule of C6H10O, with properties calculated with ωB97M-V/def2-TZVPD.

Last column: natural (NBO) charge in e.
Cartesian coordinates (Å):
C -1.7027 -0.5763 1.0431  -0.6085
C -0.6450 0.5244 1.0173  -0.4476
C 0.1352 0.6280 -0.2643  0.0925
C 1.3766 1.4732 -0.2879  -0.6631
C -0.1972 -0.0925 -1.3236  -0.1313
C 0.2086 -1.2915 -1.6556  0.0477
O 1.1258 -1.9015 -0.8013  -0.7091
H -2.2620 -0.5394 1.9828  0.2106
H -1.2510 -1.5704 0.9516  0.2195
H -2.4087 -0.4612 0.2159  0.2169
H 0.0802 0.3567 1.8270  0.2147
H -1.0950 1.5051 1.2115  0.2193
H 1.9833 1.2424 -1.1704  0.2262
H 1.1273 2.5362 -0.3030  0.2340
H 1.9773 1.2813 0.6108  0.2179
H -0.0591 -1.9431 -2.4715  0.1914
H 1.6970 -1.2116 -0.4484  0.4688

Computed properties:
Highest occupied orbital energy, eV: -8.68
Energy relative to the best compared isomer or geometry (same formula, charge and spin), eV: 2.233
E, a.u.: -309.7603
SMILES string: CCC(C)=C=CO


Below is a structure of composition C6H10O, with properties calculated with ωB97M-V/def2-TZVPD.

Last column: natural (NBO) charge in e.
Cartesian coordinates (Å):
C -2.2283 0.0324 -0.3324  -0.6330
C -0.8304 0.2923 -0.8109  0.1144
O -0.1787 1.4013 -0.1556  -0.5396
C 1.0955 0.7569 -0.3699  0.1034
C 1.7604 0.2872 0.9154  -0.4162
C 0.7249 -0.8645 0.9633  -0.4070
C 0.3752 -0.5966 -0.5307  -0.2613
H -2.2632 -0.3038 0.7028  0.2095
H -2.7963 0.9637 -0.4018  0.2239
H -2.7024 -0.7356 -0.9497  0.2146
H -0.8444 0.5102 -1.8916  0.1614
H 1.6314 1.2494 -1.1854  0.1784
H 1.8105 0.9834 1.7582  0.2138
H 2.7626 -0.0908 0.6850  0.2058
H 1.1071 -1.8624 1.1877  0.2097
H -0.0898 -0.6489 1.6563  0.2119
H 0.6658 -1.3740 -1.2407  0.2102

Computed properties:
Highest occupied orbital energy, eV: -9.50
Energy relative to the best compared isomer or geometry (same formula, charge and spin), eV: 1.463
E, a.u.: -309.7886


Below is a cluster of 2 separate species, C6H10O in total, with properties calculated with ωB97M-V/def2-TZVPD.

Last column: natural (NBO) charge in e.
Cartesian coordinates (Å):
C -0.6859 1.5769 0.1153  -0.3558
C -0.0437 0.7266 -0.6994  -0.2401
C -0.3263 -0.7216 -0.7645  -0.0729
C 0.3335 -1.5269 -1.6288  -0.3749
C -1.1166 -1.2265 0.4160  -0.1590
C -2.0406 -2.2505 0.3635  -0.4487
H -0.5049 2.5995 0.4482  0.2070
H -1.5481 1.1929 0.6857  0.1905
H 0.3595 1.2050 -1.6093  0.2149
H 0.3405 -2.5634 -1.3721  0.1961
H 1.2490 -1.1385 -2.0892  0.2040
H -0.7804 -0.9044 1.3867  0.2195
H -2.9990 -1.9794 0.8190  0.1902
H -1.7871 -3.3295 0.4088  0.2283
O 2.9356 2.6065 1.5829  -0.9371
H 2.3482 3.1576 1.0644  0.4671
H 3.0926 1.8188 1.0406  0.4709

Computed properties:
Highest occupied orbital energy, eV: -7.60
Energy relative to the best compared isomer or geometry (same formula, charge and spin), eV: 5.422
E, a.u.: -309.6431
SMILES string: C=CC(=C)C=C.O


Below is a cluster of 3 separate species, C6H10O in total, with properties calculated with ωB97M-V/def2-TZVPD.

Last column: natural (NBO) charge in e.
Cartesian coordinates (Å):
C 1.2295 -1.5806 -0.8187  -0.5530
C 1.4217 -1.0534 0.3878  0.1548
O 1.1943 -1.6594 1.5848  -0.6811
H 0.8697 -2.5984 -0.9592  0.1921
H 1.4326 -0.9848 -1.7007  0.2239
H 1.7779 -0.0371 0.5286  0.1951
H 0.8954 -2.5644 1.4198  0.4741
C 0.5795 1.9674 -0.8710  -0.2502
C 1.6394 2.3827 -1.2616  -0.2433
H -0.3518 1.5774 -0.5085  0.2496
H 2.5760 2.7574 -1.6115  0.2346
C -1.9291 -0.2951 0.5356  -0.3835
C -2.4974 0.8900 0.7373  -0.4082
H -1.2289 -0.7247 1.2489  0.2039
H -2.1292 -0.8779 -0.3609  0.1966
H -3.1887 1.3252 0.0190  0.1966
H -2.2910 1.4757 1.6302  0.1980

Computed properties:
Highest occupied orbital energy, eV: -9.10
Energy relative to the best compared isomer or geometry (same formula, charge and spin), eV: 3.644
E, a.u.: -309.7085
SMILES string: C=CO.C#C.C=C


Below is an isolated molecule of C6H10O, with properties calculated with ωB97M-V/def2-TZVPD.

Last column: natural (NBO) charge in e.
Cartesian coordinates (Å):
C -1.5904 -0.4172 -0.2892  -0.4290
C -0.6850 -1.0824 0.7499  -0.0835
O 0.5032 -1.5201 0.0726  -0.4292
C 1.4264 -0.6296 -0.1732  0.3622
C 1.7368 0.5478 0.5609  -0.5636
C 0.9222 1.6132 0.8426  -0.3311
C -0.8505 0.6303 -1.1228  -0.5807
H -2.4412 0.0111 0.2552  0.2230
H -1.9725 -1.2028 -0.9480  0.2046
H -0.4057 -0.3928 1.5519  0.2182
H -1.1258 -1.9923 1.1589  0.1976
H 2.1231 -1.0334 -0.9105  0.1951
H 0.2322 0.4127 -1.0765  0.1978
H 2.8100 0.5050 0.7862  0.2296
H 1.3918 2.3517 1.5076  0.1325
H -1.0534 0.5513 -2.1897  0.2031
H -1.0213 1.6475 -0.7760  0.2536

Computed properties:
Highest occupied orbital energy (alpha / beta), eV: -7.27 / -7.27
Energy relative to the best compared isomer or geometry (same formula, charge and spin), eV: 4.935
E, a.u.: -309.6610


Below is an isolated molecule of C6H10O, with properties calculated with ωB97M-V/def2-TZVPD.

Last column: natural (NBO) charge in e.
Cartesian coordinates (Å):
C -0.7786 -0.7194 -1.4715  -0.6168
C 0.2240 -0.8953 -0.3369  -0.2077
C 1.4334 0.0773 -0.4209  -0.4260
C 0.9316 0.8070 0.8261  0.1098
O -0.1102 1.7786 0.6113  -0.5361
C -1.1236 0.8468 1.0428  -0.0587
C -0.1093 -0.2894 1.0671  -0.2686
H -1.7177 -1.2608 -1.3122  0.2087
H -0.3360 -1.0927 -2.4022  0.2146
H -1.0144 0.3374 -1.6335  0.2114
H 0.5127 -1.9506 -0.2797  0.2059
H 2.3775 -0.4345 -0.2096  0.2109
H 1.5337 0.6739 -1.3310  0.2135
H 1.6648 1.1492 1.5637  0.1758
H -1.9404 0.7747 0.3166  0.1759
H -1.5432 1.1125 2.0214  0.1741
H -0.0042 -0.9148 1.9485  0.2134

Computed properties:
Highest occupied orbital energy, eV: -9.45
Energy relative to the best compared isomer or geometry (same formula, charge and spin), eV: 1.528
E, a.u.: -309.7862
SMILES string: C[C@H]1C[C@H]2OC[C@@H]12


Below is an isolated molecule of C6H10O, with properties calculated with ωB97M-V/def2-TZVPD.

Last column: natural (NBO) charge in e.
Cartesian coordinates (Å):
C -2.1917 0.9331 -0.8427  -0.5242
C -1.5677 1.6998 0.0489  0.1524
O -0.3747 1.3660 0.6423  -0.5258
C -0.0526 0.0441 1.0219  -0.0637
C 0.3837 -1.0087 -0.0263  -0.2771
C 1.2341 -0.5749 -1.1758  -0.4190
C 1.8587 -1.3538 -0.0604  -0.4116
H -3.1784 1.1071 -1.2618  0.2159
H -1.6920 0.0119 -1.1237  0.2044
H -1.8839 2.7058 0.3686  0.1878
H -0.9259 -0.3564 1.5462  0.1858
H 0.8001 0.1565 1.7182  0.1927
H -0.2647 -1.8692 -0.1998  0.2175
H 1.1305 -1.0582 -2.1450  0.2190
H 1.3880 0.4954 -1.2030  0.2228
H 2.1912 -2.3682 -0.2781  0.2156
H 2.4986 -0.8396 0.6523  0.2076

Computed properties:
Highest occupied orbital energy, eV: -9.04
Energy relative to the best compared isomer or geometry (same formula, charge and spin), eV: 1.852
E, a.u.: -309.7743
SMILES string: C=COCC1CC1


Below is a cluster of 2 separate species, C6H10O in total, with properties calculated with ωB97M-V/def2-TZVPD.

Last column: natural (NBO) charge in e.
Cartesian coordinates (Å):
C -0.6972 -1.0059 -1.2376  -0.5945
C -0.4940 -0.0346 -0.0753  -0.3289
C -0.4073 -0.7100 1.3051  -0.4467
C 0.9885 -0.4046 1.7874  -0.0828
C 1.6764 0.3769 0.9528  -0.3255
C 0.8524 0.6828 -0.2369  0.5633
O 1.1892 1.3399 -1.2002  -0.5494
H 0.0957 -1.7629 -1.2442  0.2056
H -1.6600 -1.5220 -1.1628  0.2106
H -0.6596 -0.4675 -2.1892  0.2300
H -1.2875 0.7209 -0.0998  0.2363
H -0.5791 -1.7925 1.2480  0.2206
H -1.1490 -0.3164 2.0113  0.2259
H 1.3665 -0.7918 2.7295  0.2131
H 2.6885 0.7467 1.0709  0.2312
H -1.3409 2.7590 -1.9078  -0.0354
H -0.6682 2.4385 -1.8872  0.0266

Computed properties:
Highest occupied orbital energy, eV: -9.50
Energy relative to the best compared isomer or geometry (same formula, charge and spin), eV: 0.761
E, a.u.: -309.8144
SMILES string: C[C@H]1CC=CC1=O.[H][H]


What is the formula in the first record?
C6H10O